ORCA calculation (ωB97M-V with the def2-TZVPD basis set) on C43H46Cl2F6MoN6O9P2S3 as an isolated structure at a distorted geometry.

Strongest force on any atom: 18.7 eV/A
HOMO-LUMO gap (spin up / spin down): 4.1 / 4.1 eV

```
! wB97M-V def2-TZVPD RIJCOSX def2/J DEFGRID3
* xyz 0 1
Mo -0.13313 0.65164 -1.44575
Cl -4.54303 3.62684 -6.68345
C -3.74563 2.70644 -5.46515
C -4.30383 1.51864 -5.01865
C -3.65203 0.77004 -4.02535
Cl -4.45303 -0.70466 -3.54765
C -2.42343 1.17314 -3.43995
O -1.78653 0.53354 -2.53465
C -1.91603 2.39274 -3.94505
C -0.63703 2.89524 -3.39425
O -0.01503 2.29494 -2.52745
C -2.54843 3.15694 -4.93545
H -5.24193 1.16304 -5.43165
H -0.26473 3.84674 -3.80515
H -2.10793 4.08504 -5.28135
N -1.33933 -0.53976 -0.22905
C -1.85553 -1.63446 -1.05035
C -2.26663 -2.84686 -0.19915
C -1.28003 -3.39086 0.85935
C 0.15187 -3.66616 0.40205
N 0.21217 -4.34766 -0.88285
C -0.39633 -5.46926 -1.24285
N -0.77873 -5.61136 -2.50685
N -0.64213 -6.44386 -0.36445
C -0.87783 -1.89286 -2.26255
O -0.86263 -3.08726 -2.71875
O -0.12263 -0.94286 -2.59455
H -0.67283 -0.82006 0.53345
H -2.08713 0.03804 0.29455
H -2.76483 -1.26476 -1.54325
H -2.54943 -3.67096 -0.86535
H -3.18913 -2.58506 0.33785
H -1.70653 -4.32316 1.25075
H -1.24603 -2.70306 1.71305
H 0.71167 -4.24736 1.14195
H 0.68617 -2.71726 0.28435
H 0.37397 -3.73486 -1.69595
H -0.82003 -4.70576 -3.02405
H -1.28453 -6.39406 -2.87705
H -0.31093 -6.34856 0.58385
H -1.10723 -7.29136 -0.64755
C -1.52913 0.49644 6.74625
S -2.75463 -0.14786 5.58325
C -1.64513 -0.48976 4.17755
C -2.43143 -0.50626 2.87095
C -1.53223 -0.72256 1.63815
N -0.43803 0.29584 1.41345
P -1.16833 1.68684 0.51605
C -1.93543 2.64454 1.87085
C -3.22213 3.16934 1.65585
C -3.88273 3.89284 2.65275
C -3.26273 4.11504 3.87835
C -1.98543 3.61214 4.10745
C -1.33173 2.87804 3.11355
C 0.12787 2.83334 -0.03805
C 1.05137 3.49214 0.78045
C 1.93907 4.44154 0.26025
C 1.90527 4.76894 -1.09005
C 0.99037 4.13804 -1.92575
C 0.11627 3.17904 -1.40385
P 0.93167 -0.41316 0.54575
C 2.32677 0.51174 1.32015
C 3.42997 0.84454 0.51615
C 4.52837 1.52444 1.05045
C 4.54597 1.87554 2.39745
C 3.46317 1.55264 3.21135
C 2.36237 0.87924 2.67465
C 1.31557 -2.04356 1.28105
C 1.74827 -3.05036 0.39635
C 2.14427 -4.30636 0.86365
C 2.11017 -4.58276 2.22585
C 1.68267 -3.60316 3.11865
C 1.29627 -2.34356 2.64875
H -2.01783 0.72294 7.69735
H -1.08603 1.41764 6.35885
H -0.74313 -0.24196 6.92355
H -1.17663 -1.46306 4.35075
H -0.85813 0.26624 4.15045
H -3.03103 0.39984 2.75765
H -3.15333 -1.33396 2.90085
H -2.16843 -0.82136 0.74525
H -1.12703 -1.72896 1.77805
H -3.73233 3.00804 0.70825
H -4.88263 4.27764 2.47105
H -3.77613 4.67454 4.65545
H -1.49963 3.78154 5.06425
H -0.34583 2.47814 3.32905
H 1.10487 3.28174 1.84115
H 2.65197 4.92754 0.92185
H 2.58347 5.51824 -1.48825
H 0.94407 4.39824 -2.97915
H -0.60213 2.71934 -2.08135
H 3.43887 0.58604 -0.54025
H 5.36857 1.78014 0.40995
H 5.40147 2.40134 2.81225
H 3.47257 1.82534 4.26265
H 1.52577 0.65154 3.32805
H 1.80397 -2.85706 -0.67365
H 2.49077 -5.06096 0.16195
H 2.42547 -5.55576 2.59275
H 1.66337 -3.81306 4.18465
H 0.99287 -1.59566 3.37275
O 0.85447 1.63924 -0.45815
F 3.28247 -2.38386 -3.98765
C 2.13257 -1.76006 -3.60005
F 1.32857 -2.75636 -3.11085
F 1.50417 -1.30896 -4.71955
S 2.41887 -0.44856 -2.32165
O 1.49557 0.65164 -2.60085
O 2.14957 -1.09636 -1.03135
N 3.96027 -0.13706 -2.52055
S 4.30207 0.69604 -3.82485
O 3.59257 0.30884 -5.04465
O 5.75017 0.82594 -4.03185
C 3.71807 2.39004 -3.35315
F 2.52697 2.73594 -3.91315
F 3.61087 2.55884 -2.00365
F 4.60477 3.34924 -3.76795
*
```

***

ORCA calculation (ωB97M-V with the def2-TZVPD basis set) on CH3Br2P as an isolated structure at a distorted geometry.

ΔE to the lowest compared entry with this formula, charge and spin: 59.4 kcal/mol
Strongest force on any atom: 1.4 eV/A
HOMO-LUMO gap: 10.0 eV

```
! wB97M-V def2-TZVPD RIJCOSX def2/J DEFGRID3
* xyz 0 1
C 0.45436 -0.00346 -0.54427
P -1.08900 -0.71516 0.21637
Br 1.95617 -1.05708 -0.01405
Br 0.72271 1.90318 0.01774
H 0.16325 -0.02680 -1.59516
H -1.41949 0.61873 0.35915
H -0.78800 -0.71941 1.56022
*
```

***

ORCA calculation (ωB97M-V with the def2-TZVPD basis set) on a 3-piece molecular cluster, C23H39NO3 overall at a distorted geometry.

SMILES: O=C(O[C@H]1CCNC1=O)c1ccccc1.CCCCCC.CCCCCC
ΔE to the lowest compared entry with this formula, charge and spin: 11.3 kcal/mol
Strongest force on any atom: 2.7 eV/A
HOMO-LUMO gap: 9.9 eV

```
! wB97M-V def2-TZVPD RIJCOSX def2/J DEFGRID3
* xyz 0 1
O 2.11038 -0.68930 0.62091
C 1.91126 -1.61931 -0.09546
O 0.71177 -1.79314 -0.85338
C -0.19770 -2.64310 -0.17302
C -1.48796 -2.53418 -1.04350
C -1.96566 -3.95820 -1.46750
N -0.93910 -4.83189 -0.93659
C 0.04888 -4.18440 -0.21286
O 0.92019 -4.84183 0.32860
C 2.87989 -2.74614 -0.27154
C 3.03904 -3.22432 -1.54825
C 3.88819 -4.28154 -1.76623
C 4.53850 -4.83305 -0.69230
C 4.38880 -4.33734 0.56917
C 3.54240 -3.28025 0.79858
H -0.37593 -2.43833 0.88774
H -2.28797 -2.02243 -0.51484
H -1.13130 -2.06345 -1.95920
H -2.95837 -4.04833 -1.01548
H -2.05038 -4.09298 -2.54726
H -0.64332 -5.62210 -1.48512
H 2.48200 -2.76893 -2.35682
H 4.00568 -4.64024 -2.78142
H 5.19210 -5.68693 -0.83869
H 4.90251 -4.76213 1.42264
H 3.37577 -2.87424 1.78796
C 0.48245 4.78262 4.29218
C -0.70664 3.93446 3.85166
C -0.84220 2.62812 4.63259
C 0.33276 1.66009 4.48060
C 0.64360 1.24287 3.04352
C -0.49739 0.48816 2.37487
H 1.42884 4.26315 4.13340
H 0.51997 5.71454 3.72618
H 0.40744 5.03469 5.35234
H -0.63617 3.73207 2.77924
H -1.62133 4.51725 3.99210
H -1.76721 2.13021 4.32740
H -0.96496 2.86041 5.69558
H 0.12177 0.76378 5.07322
H 1.23078 2.10378 4.92034
H 1.52608 0.59894 3.05206
H 0.90794 2.11624 2.44109
H -0.74455 -0.41892 2.93377
H -0.20536 0.19369 1.36635
H -1.39666 1.10248 2.29434
C 0.04823 1.65544 -1.18346
C -0.03907 2.01031 -2.66361
C -1.05410 3.11173 -2.96418
C -2.50256 2.76421 -2.61545
C -3.04829 1.51085 -3.29858
C -3.08816 1.62136 -4.81988
H -0.90061 1.27226 -0.80195
H 0.79495 0.88294 -1.00986
H 0.32335 2.53263 -0.59230
H -0.26829 1.11129 -3.24364
H 0.94552 2.34682 -3.00034
H -0.98606 3.37466 -4.02401
H -0.77261 4.01534 -2.41412
H -3.13668 3.61691 -2.87907
H -2.59843 2.64450 -1.53243
H -4.06409 1.33316 -2.93449
H -2.46183 0.63376 -3.00980
H -3.70930 2.46331 -5.13231
H -3.50975 0.71436 -5.25704
H -2.09107 1.75364 -5.24248
*
```